No. 1
{
  "formula": "CH4S2",
  "method": "ωB97M-V with the def2-TZVPD basis set",
  "species": ["C", "S", "S", "H", "H", "H", "H"],
  "positions_angstrom": [[-0.0118, 0.6070, 0.0982], [1.2202, 0.0452, -1.0478], [0.3022, -1.6301, -1.7457], [0.5258, 1.5105, 0.3228], [-0.2681, 0.1098, 0.9578], [-0.8871, 0.7861, -0.5811], [0.2311, -2.4280, -0.5933]],
  "forces_ev_per_a": [[-0.28, 2.15, -3.50], [0.61, -1.30, 0.31], [-0.36, -1.17, 0.45], [-0.58, 1.04, 0.68], [-0.19, -1.73, 1.83], [0.45, 0.20, 1.21], [0.35, 0.80, -0.98]],
  "total_energy_ha": -836.848969,
  "fmax_ev_per_a": 4.1,
  "e_above_lowest_kj_mol": 45.2,
  "lumo_energy_ev": 0.64
}

=====

No. 2
{
  "formula": "CH4S2",
  "method": "ωB97M-V with the def2-TZVPD basis set",
  "species": ["C", "S", "S", "H", "H", "H", "H"],
  "positions_angstrom": [[0.0169, -0.0476, -0.2045], [1.4696, 0.0490, 1.0042], [-1.6459, 0.1983, 0.6439], [0.3629, 0.7135, -0.9162], [0.0902, -1.0148, -0.7300], [2.0855, 1.1338, 0.4916], [-2.3792, -1.0324, -0.2892]],
  "forces_ev_per_a": [[1.16, 0.16, 0.49], [-0.79, -0.21, -0.26], [-0.29, -3.19, -3.12], [-1.05, -0.02, 0.06], [-0.33, 0.43, 0.56], [-0.31, -0.18, -0.02], [1.62, 3.02, 2.29]],
  "total_energy_ha": -836.806608,
  "fmax_ev_per_a": 4.5,
  "e_above_lowest_kj_mol": 156.4,
  "lumo_energy_ev": 0.05
}

=====

No. 3
{
  "formula": "CH5BO2",
  "method": "ωB97M-V with the def2-TZVPD basis set",
  "species": ["C", "B", "O", "O", "H", "H", "H", "H", "H"],
  "positions_angstrom": [[-0.6805, 0.4493, -0.7301], [0.1641, -0.3044, 0.3661], [-0.5689, -0.9522, 1.3507], [1.6273, -0.1127, 0.4375], [-1.7967, 0.3237, -0.7610], [-0.2968, 0.0267, -1.6318], [-0.5627, 1.5216, -0.9078], [-0.0248, -1.4263, 2.0061], [2.1390, 0.4744, -0.1297]],
  "forces_ev_per_a": [[-1.12, 0.08, -0.27], [1.34, 2.08, 0.75], [1.67, -0.31, -0.44], [-2.55, -1.27, 0.70], [1.09, -0.35, 0.39], [0.10, -0.42, -1.19], [0.52, 0.01, 0.57], [-0.22, 0.32, -0.33], [-0.83, -0.13, -0.18]],
  "total_energy_ha": -216.524201,
  "fmax_ev_per_a": 2.9,
  "e_above_lowest_kj_mol": 42.8,
  "lumo_energy_ev": 0.50
}

=====

No. 4
{
  "formula": "CH5BO2",
  "method": "ωB97M-V with the def2-TZVPD basis set",
  "species": ["B", "C", "O", "O", "H", "H", "H", "H", "H"],
  "positions_angstrom": [[-0.4283, -0.3585, -0.3259], [0.3295, -0.5079, 1.1314], [0.6986, 1.5322, -1.4199], [-1.3937, -0.6250, -1.0849], [0.8919, 0.4091, 1.2697], [0.9057, -1.4867, 1.1640], [-0.5053, -0.5526, 1.7866], [1.0286, 1.8121, -0.5985], [-1.5270, -0.2226, -1.9224]],
  "forces_ev_per_a": [[4.16, 3.05, 1.52], [-0.66, -1.14, -3.08], [-2.21, -3.03, -0.51], [-1.41, -1.62, 0.36], [0.29, -0.29, 0.11], [-0.50, 1.45, 0.06], [-0.58, -0.12, 1.09], [0.85, 0.81, 1.68], [0.06, 0.89, -1.24]],
  "total_energy_ha": -216.372508,
  "fmax_ev_per_a": 5.4,
  "e_above_lowest_kj_mol": 441.1,
  "lumo_energy_ev": 0.16
}